1.
106
Properties=species:S:1:pos:R:3:forces:R:3:mulliken_charge:R:1 method="wB97M-V/def2-TZVPD" charge=+1 homo_energy_ev="-10.6 / -10.7" spin_multiplicity=2 gap_ev="6.602 / 6.567"
I 1.965372 5.666779 -3.845969 0.3 0.1 0.8 0.00
I 3.056436 6.336589 -1.436144 -0.4 -0.2 -0.7 -0.06
Te -0.367556 0.718919 -4.051166 1.3 0.5 -0.2 2.11
Br -4.891940 6.263587 -0.323725 -0.3 -0.4 0.0 -0.17
Ti -0.405597 -0.045631 -0.340802 0.3 -0.3 -0.7 -0.34
F -1.917699 -0.283566 -4.280866 0.1 0.3 -0.2 -0.44
F -1.422915 2.265602 -3.830849 0.6 -0.8 0.0 -0.48
F 0.680053 -0.702593 -4.586488 -0.2 0.1 -0.3 -0.41
F -0.371240 1.235429 -5.879820 -0.1 -0.5 1.5 -0.35
F 1.164845 1.829641 -3.828723 -1.2 -0.8 -0.4 -0.46
O -0.247346 0.077898 -2.309118 -0.6 1.2 -0.4 0.11
N -1.613344 -1.824100 -0.286921 -0.7 1.5 -0.3 2.01
N 1.683624 -0.941051 -0.609578 -0.6 0.5 -0.9 1.91
N 0.173768 0.155721 1.515344 -2.1 0.2 -0.6 0.81
N -2.637600 0.686311 -0.552998 0.0 -0.7 0.3 0.80
C -3.077545 -4.040748 -0.668636 -2.0 -0.8 -1.5 -0.44
C -2.861644 0.567901 3.702060 0.0 0.6 -0.9 -0.19
C -2.991610 1.967127 3.636834 -0.4 -1.0 1.1 -1.25
C -1.149608 -2.974609 0.122937 1.4 -0.1 0.4 -0.12
C 0.004811 3.018012 0.178301 1.3 -0.3 0.1 0.02
C 3.514941 -0.944727 2.589277 0.5 -0.8 -0.3 -0.92
C 2.403417 -0.701826 1.708629 0.7 0.3 1.2 -0.26
C 4.877688 0.989246 -1.198328 0.1 0.6 -0.4 -1.56
C 2.331958 -0.032219 4.513379 1.0 -1.1 -1.7 -0.71
C 0.128470 2.953829 1.693843 0.1 -0.1 0.1 0.84
C -4.267572 2.251188 0.471876 1.5 -2.1 -1.0 -0.30
C 1.421195 -3.641827 -1.811314 -0.6 0.1 0.4 1.94
C -3.575041 4.091310 -1.517635 0.5 0.6 0.4 -0.80
C -3.557268 -2.824783 -1.201963 0.2 0.5 1.0 -1.18
C 3.150013 -0.299608 -2.554659 0.2 0.5 0.4 0.61
C -1.899328 -4.129663 -0.020197 1.0 0.1 0.6 -1.92
C -4.451863 4.418830 -0.490477 0.2 0.3 0.0 -0.13
C 2.429333 -4.620449 -1.225786 0.0 -1.0 0.9 -1.50
C 1.275757 0.271751 3.678097 0.1 -0.3 -0.5 -1.02
C 0.502647 -4.374881 -2.811962 0.2 0.4 0.5 -1.74
C -3.071769 -2.201415 2.615576 0.3 -0.2 0.4 -1.43
C -2.868326 -1.678121 -0.844266 1.5 -1.0 0.4 -0.03
C 2.546063 -1.053483 0.317279 0.4 0.4 1.1 -1.07
C -3.299613 1.941778 -0.496610 0.0 1.0 0.1 -0.43
C 3.583716 1.083071 -2.064296 0.2 -0.4 1.6 0.24
C -2.923605 2.882621 -1.439249 -0.1 -0.9 -0.3 -0.53
C -1.896956 -0.061081 2.937494 1.4 -0.2 -0.4 1.22
C -1.715591 -1.577394 2.965776 0.4 -0.3 -0.8 1.82
C 1.249816 -0.089111 2.273346 1.8 -0.5 1.7 1.13
C 3.805175 -0.643694 -3.733737 -0.8 -0.5 0.1 -1.04
C 3.444151 -0.742282 3.956509 -2.3 1.4 -1.6 -1.15
C -2.073234 2.745706 2.989662 0.5 0.3 -0.2 -0.50
C 2.340041 -1.245953 -1.891734 -1.1 1.1 -0.2 -1.14
C 2.104705 -2.465737 -2.452168 1.0 -1.3 -0.8 1.40
C -1.048421 -2.124217 4.241057 -1.6 1.1 0.0 -1.91
C -0.980852 0.746380 2.205516 0.2 -0.2 0.2 -1.11
C 2.798264 -2.810419 -3.622620 0.1 2.2 0.6 -0.86
C -3.383973 -0.296713 -0.848977 0.5 -1.0 -0.8 -0.11
C -1.018971 2.139959 2.294081 -0.1 0.7 -0.2 0.76
C 0.227344 4.401258 2.175904 -1.0 0.0 0.7 -2.00
C -4.810841 3.480011 0.486320 -0.5 1.9 -0.2 -0.60
C 2.680649 1.999956 -1.237741 -0.6 0.1 -1.6 -1.19
C 3.622465 -1.933545 -4.284131 0.3 1.6 1.7 -1.60
H -2.159103 2.601209 -2.151380 -0.2 0.3 0.2 0.51
H 4.286258 -2.203786 -5.046405 0.4 -0.6 -1.4 0.54
H -5.466127 3.721810 1.298049 -0.3 0.4 0.1 0.50
H 0.379763 0.717740 4.078876 0.1 0.2 0.1 0.43
H -3.771096 2.434418 4.225619 -0.1 0.1 -0.1 0.45
H 3.820976 1.599427 -2.965127 0.2 0.6 -0.6 0.90
H 0.865895 3.423941 -0.370643 -0.2 0.3 0.6 0.67
H -4.481193 -2.741730 -1.751847 -0.2 -0.2 0.1 0.62
H -0.482215 5.032382 1.628481 -0.1 -0.1 0.2 0.42
H 1.728683 2.261683 -1.725757 0.5 -0.4 0.0 -0.10
H 1.030468 2.391473 1.975221 0.0 0.4 -0.1 0.05
H 4.171472 -1.124811 4.572875 1.8 -0.4 1.3 0.55
H -1.071316 -1.887202 2.125322 0.0 0.6 0.6 -1.21
H 3.277144 -4.785280 -1.891621 -0.2 -0.2 -0.2 0.35
H -0.091414 2.034215 -0.253117 -0.2 -0.4 -0.3 -1.42
H 4.421095 0.168813 -4.157741 -0.2 -1.0 -0.1 0.46
H 1.885190 -5.581545 -1.031123 0.7 0.6 -0.2 0.43
H -0.860208 3.555745 -0.073467 -1.2 0.8 -0.5 0.87
H -3.402640 -1.758503 1.676339 -0.3 0.0 0.2 0.24
H -3.683231 -4.962055 -0.805170 0.5 0.8 0.0 0.42
H -2.145630 3.828510 3.118845 0.1 -0.3 -0.3 0.45
H 2.458630 1.569349 -0.288450 0.0 -0.1 1.0 0.03
H -0.083693 -1.758378 4.457804 1.3 0.5 -0.4 0.33
H 1.185240 4.808941 1.944103 0.8 0.2 -0.1 0.41
H 0.027333 4.541006 3.258105 0.2 -0.2 -0.6 0.43
H -3.777361 -2.010276 3.409853 -0.5 0.2 0.1 0.44
H -0.353019 -4.873547 -2.342682 0.2 0.1 0.0 0.39
H 2.677090 -3.774645 -3.945607 -0.1 -2.2 -1.0 0.64
H 2.886595 -4.329201 -0.261382 -0.4 0.2 -0.3 0.29
H -4.409470 -0.210034 -1.155959 -0.6 0.4 0.1 0.63
H -3.524016 -0.052857 4.279108 -0.3 0.1 0.2 0.49
H 0.178977 -3.658007 -3.543650 -0.5 0.2 -0.4 0.38
H 5.322131 2.001175 -1.120136 -0.2 -0.4 -0.1 0.45
H -0.121750 -2.938439 0.605316 -1.5 -0.3 -0.6 0.89
H 2.423670 0.221786 5.553689 -0.6 0.1 0.3 0.48
H 1.087324 -5.115188 -3.322550 0.1 -0.5 -0.4 0.55
H -4.493988 1.491184 1.195402 -0.2 -0.1 0.4 0.59
H -3.244266 4.807070 -2.276338 -0.4 -0.1 0.4 0.51
H -1.522494 -5.047474 0.373163 0.0 -0.5 0.2 0.61
H 0.815663 -3.297765 -0.981478 0.0 0.2 -0.1 -1.39
H 4.634893 0.702128 -0.168301 0.1 -0.2 -0.2 0.35
H 3.226607 2.939079 -1.159844 -0.1 0.1 0.5 0.23
H 3.509330 -1.377669 -0.042548 0.6 -0.2 0.6 0.89
H 5.636887 0.336863 -1.630673 -0.1 -0.1 0.1 0.34
H -1.616504 -1.746084 5.091003 -0.4 -0.6 0.3 0.41
H 4.496298 -1.367604 2.198892 -1.6 0.4 0.2 0.35
H -3.055173 -3.284293 2.503167 0.3 -0.1 0.0 0.44
H -0.985552 -3.184534 4.204320 -0.2 -1.0 0.2 0.47

***

2.
110
Properties=species:S:1:pos:R:3:forces:R:3:mulliken_charge:R:1 method="wB97M-V/def2-TZVPD" charge=+1 homo_energy_ev=-10.7 gap_ev=9.077
Ca 0.911947 -0.269542 -0.798682 -0.2 -0.6 1.0 1.79
S 2.096220 1.119665 -3.018438 0.1 -0.4 0.2 1.02
S 2.397119 6.647204 3.922859 0.0 0.0 0.1 -0.20
P -0.818779 -3.092585 -0.490348 -0.1 0.1 0.0 0.20
P -2.448285 -0.822145 0.282049 0.2 -0.5 -0.3 0.09
F 4.512355 0.064800 -3.095111 0.0 -0.1 0.1 -0.22
F 3.625280 0.469140 -5.023019 0.0 0.0 -0.1 -0.19
F 4.377041 2.102000 -3.813065 0.0 0.0 0.0 -0.20
O 2.336470 1.520802 -1.621113 0.1 0.2 -0.4 -0.61
O 1.419319 2.035377 -3.874157 0.0 0.1 0.0 -0.60
O 1.579749 -0.267975 -2.981436 0.1 0.3 -0.7 -0.65
N 2.625830 -2.443234 -1.025076 0.0 -0.1 -0.1 -0.06
N 0.808326 2.773431 2.123381 0.0 0.0 -0.1 0.03
N -1.858888 2.762760 -2.993774 0.1 0.0 0.0 0.21
N 3.178965 -0.280944 0.587278 -0.1 1.1 0.1 0.16
N 6.829899 6.534389 2.849050 0.0 0.0 0.0 -0.58
N -0.804844 1.390541 -1.655842 0.3 0.0 0.0 1.82
N -2.294406 -2.559951 0.260063 0.3 0.1 0.1 0.30
N 0.540772 -0.311403 1.761847 0.0 0.2 -0.1 -0.06
C -3.043576 -0.535958 1.982643 -0.1 0.1 0.0 0.20
C 3.800898 -2.500425 -0.135388 0.1 0.0 -0.2 -0.91
C 6.348289 5.824948 3.865549 0.0 0.0 0.0 -0.36
C -1.471302 3.515047 -1.907565 -0.1 0.0 0.0 -1.15
C -4.014898 0.166280 4.502837 0.0 0.0 0.0 -0.64
C 1.975353 3.275063 1.721101 0.1 0.1 -0.1 -0.43
C 5.014130 5.829233 4.243016 -0.1 0.0 0.0 0.03
C 1.843397 5.149227 3.188643 -0.1 0.0 0.0 1.02
C 0.223203 -5.660441 -0.436409 0.0 0.0 0.0 -0.34
C -0.956025 -7.655232 0.188066 0.0 0.0 0.0 -0.54
C 4.279609 -1.071974 0.048688 -0.2 -0.3 0.0 -0.84
C -5.341337 1.053003 -1.841951 0.0 0.0 0.0 -0.38
C 0.600287 4.658176 3.589529 0.0 0.0 -0.1 -0.96
C -3.966654 -0.558253 -0.685382 -0.2 0.2 0.2 1.09
C 3.758412 0.927694 -3.786336 -0.1 0.2 0.1 0.42
C -1.681224 0.405467 -3.784815 0.0 0.0 0.0 -0.62
C -4.174951 -1.128623 4.029293 0.0 0.0 0.0 -0.82
C 0.137711 3.481477 3.035180 0.0 0.0 0.1 -0.33
C -6.046316 -1.239819 -1.690128 0.0 0.0 0.0 -0.55
C -4.198383 0.746071 -1.118530 0.0 0.0 -0.1 -0.32
C 2.537401 4.439140 2.214473 0.0 0.0 0.0 -0.98
C -6.260074 0.056649 -2.139811 0.0 0.0 0.0 -0.80
C -0.411295 -2.982008 -4.530164 0.1 0.0 0.0 -0.43
C -2.878382 0.759160 2.472453 0.0 0.0 0.0 -0.17
C 1.650573 -1.044344 2.383800 0.0 0.0 0.0 -0.51
C -2.764153 -3.266998 -4.120384 0.0 0.0 0.0 -0.79
C 5.975970 7.297996 2.177877 0.0 0.0 0.0 -0.31
C 4.126014 6.611631 3.517086 0.1 0.0 -0.1 -0.04
C -2.080233 -6.896225 0.471945 0.0 0.0 0.0 -0.77
C 0.197368 -7.035270 -0.269654 0.0 0.0 0.0 -0.77
C -0.821636 2.650749 -1.088727 -0.1 0.1 0.1 -0.19
C -1.243630 -3.074560 -2.263858 0.0 -0.1 0.0 0.75
C -2.535485 -3.248954 -2.755426 0.0 0.0 0.0 -0.47
C -0.900315 -4.887068 -0.156848 -0.1 0.0 0.0 0.85
C 4.619188 7.373955 2.468458 -0.1 0.0 0.0 -0.08
C 2.965747 -0.363295 2.040491 0.1 -0.2 0.0 -1.06
C -3.700914 -1.475784 2.774401 0.0 0.0 -0.1 -0.61
C -3.369113 1.111966 3.721273 0.0 0.0 0.0 -0.64
C -2.056277 -5.519710 0.297798 0.0 0.0 0.0 -0.43
C -1.431437 1.495178 -2.808051 -0.1 -0.1 -0.1 -0.86
C -4.908924 -1.544031 -0.960130 0.0 0.0 0.1 -0.53
C -1.701932 -3.130837 -5.008620 0.0 0.0 0.0 -0.70
C -0.185457 -2.949968 -3.159700 0.0 0.1 -0.1 -0.07
H 4.675146 5.238358 5.083171 0.0 0.0 0.0 0.42
H -3.878397 -2.482403 2.413544 0.0 0.0 0.0 0.43
H -6.774574 -2.012102 -1.901904 0.0 0.0 0.0 0.46
H -2.753214 0.242382 -3.913372 0.0 0.0 0.0 0.45
H -1.885711 -3.146178 -6.074925 0.0 0.0 0.0 0.40
H -0.979006 -8.728744 0.318332 0.0 0.0 0.0 0.39
H -2.350500 -2.958978 1.191293 -0.2 -0.1 0.0 0.30
H -1.238586 0.645134 -4.752707 0.0 0.0 0.0 0.52
H 4.530885 -0.682493 -0.937555 0.0 0.1 0.1 0.21
H -0.815692 3.075567 3.356044 0.0 0.0 0.0 0.23
H -0.350545 -0.654467 2.106021 0.0 -0.1 -0.1 -0.01
H 0.572019 0.675018 2.037696 0.0 0.0 0.0 0.04
H -1.235912 -0.521578 -3.433213 0.0 0.0 0.0 -0.52
H 2.939580 -2.238238 -1.971453 0.0 0.0 0.0 0.15
H 4.610251 -3.113838 -0.543647 0.0 0.0 0.0 0.50
H 6.387964 7.877724 1.359935 0.0 0.0 0.0 0.37
H 2.164681 -3.343707 -1.066427 0.0 0.0 0.0 -0.06
H 3.374230 0.684716 0.348597 0.0 0.0 0.0 0.09
H 7.064281 5.221757 4.412033 0.0 0.0 0.0 0.37
H 3.963884 8.010081 1.889454 0.0 0.0 0.0 0.40
H -4.400890 0.438977 5.475683 0.0 0.0 0.0 0.39
H 1.129156 -5.197384 -0.810084 0.0 0.0 0.0 0.22
H -5.515779 2.069027 -2.171989 0.0 0.0 0.0 0.46
H 3.515712 -2.945247 0.819921 -0.1 0.0 0.0 0.37
H 0.825663 -2.810518 -2.795417 0.0 0.0 0.0 -0.20
H 2.490766 2.737790 0.930132 0.0 0.0 0.0 0.25
H 0.006387 5.176975 4.330028 0.0 0.0 0.0 0.43
H 0.419952 -2.874611 -5.214098 0.0 0.0 0.0 0.47
H 2.963712 0.647776 2.456323 0.0 0.0 0.0 0.43
H 1.554641 -1.110967 3.472436 0.0 0.0 0.0 0.59
H 3.491796 4.777455 1.837477 0.0 0.0 0.0 0.46
H 5.179162 -0.996366 0.669460 0.0 -0.2 0.0 0.49
H -2.948932 -4.943039 0.501230 0.0 0.0 0.0 0.26
H -3.483623 1.530040 -0.887337 0.0 0.0 0.0 0.12
H -1.688731 4.564057 -1.823817 0.0 0.0 0.0 0.45
H 1.648433 -2.060761 1.979623 0.0 0.0 0.1 0.15
H -4.750646 -2.548379 -0.587200 0.0 0.0 0.0 0.34
H -4.683098 -1.866841 4.635381 0.0 0.0 0.0 0.44
H -2.366249 1.499644 1.864645 0.0 0.0 0.0 0.42
H -2.984040 -7.375294 0.824355 0.0 0.0 0.0 0.44
H 1.078129 -7.622385 -0.492613 0.0 0.0 0.0 0.42
H -7.146056 0.291843 -2.714448 0.0 0.0 0.0 0.41
H -3.771807 -3.393170 -4.494308 0.0 0.0 0.0 0.46
H 3.788192 -0.903102 2.520994 0.0 0.0 0.0 0.38
H -3.356909 -3.371544 -2.064661 0.0 0.0 0.0 0.31
H -3.247745 2.123966 4.085631 0.0 0.0 0.0 0.45
H -2.319154 3.096558 -3.823222 0.0 0.0 0.0 0.22
H -0.372548 2.846824 -0.128228 0.0 0.0 0.0 0.00

***

Q: Which energy above the lowest of the compared OMol25 structures with the same formula, charge and spin values were calculated for the entries above? A: 0.00 76.38, in kJ/mol.